This record from OMol25 describes 2 unconnected molecules or ions with the total composition C10H16 in a non-equilibrium geometry. The level of theory is the ωB97M-V functional and the def2-TZVPD basis.

## Properties
- LUMO level (alpha / beta) (eV) = 3.7 / 3.6
- HOMO (alpha / beta) (eV) = 1.00 / -3.09
- orbital gap (alpha / beta) (eV) = 2.67 / 6.74
- 2S+1 = 2
- F_max (Eh/bohr) = 0.12841
- E_tot (eV) = -10625.54100
- charge = -1

Geometry as XYZ:
```
26
Properties=species:S:1:pos:R:3:forces:R:3
C -2.716 -2.201 0.274 -0.2 -2.2 -2.3
C -1.660 -1.654 -0.673 -2.0 1.9 -2.3
C -2.061 -2.380 1.554 0.5 -3.5 1.3
H -3.446 -1.446 0.183 -1.4 0.6 0.8
H -3.268 -3.245 -0.119 1.6 2.7 0.7
H -2.338 -1.112 -1.403 1.2 -0.9 -0.4
H -1.020 -2.622 1.424 0.6 0.6 0.0
H -2.236 -1.736 2.323 0.0 2.8 1.5
H -2.365 -3.267 2.097 -0.6 -0.9 -0.1
H -1.050 -0.785 -0.399 0.0 -0.4 1.1
H -1.008 -2.347 -1.144 0.4 -0.8 -0.5
C -0.152 1.240 -2.269 -1.1 -0.4 0.9
C 0.905 1.496 1.449 1.6 -0.4 0.1
C 0.190 1.834 0.271 1.9 -1.7 -0.7
C 2.122 0.763 1.355 -1.2 -0.3 1.6
C 0.606 1.392 -0.961 1.5 -1.8 0.2
C 2.593 0.259 0.191 -2.0 2.1 -0.3
C 1.818 0.642 -0.974 -1.3 1.5 4.5
H 0.546 1.678 2.446 -0.3 0.4 0.1
H -0.529 2.496 0.443 -3.7 2.5 0.1
H 2.485 0.467 2.339 0.6 -0.1 -0.2
H 3.400 -0.387 0.161 1.6 -1.1 -0.3
H -1.239 1.259 -2.038 0.4 -0.7 -0.2
H 0.178 0.341 -2.865 -0.6 0.7 1.0
H 2.106 0.307 -1.822 1.9 -2.4 -5.8
H -0.089 2.049 -2.926 0.6 1.7 -1.2
```
Positions in Å, forces in eV/Å.